{
  "formula": "C11H20Cl2CoO",
  "method": "ωB97M-V/def2-TZVPD",
  "symbols": ["Co", "Cl", "Cl", "C", "H", "H", "C", "C", "H", "C", "H", "C", "H", "H", "C", "H", "H", "C", "H", "H", "H", "H", "C", "C", "C", "O", "C", "H", "H", "H", "H", "H", "H", "H", "H"],
  "positions_angstrom": [[-0.3208, 1.9024, -0.4814], [0.7022, 1.0839, 1.2784], [-2.2280, 0.8230, -0.0057], [-1.2631, 3.3632, -0.4165], [-1.6970, 3.3743, -1.4620], [-0.7595, 4.3526, -0.5094], [0.8525, 0.1639, -1.7281], [1.0829, 1.5078, -1.7606], [-0.0725, -0.2054, -2.1722], [2.3350, 2.1248, -1.0960], [0.5757, 2.1714, -2.4891], [3.5111, 1.1715, -1.2508], [2.5508, 3.1263, -1.4694], [2.1309, 2.2143, 0.0034], [3.1306, -0.2206, -0.6911], [3.7205, 1.0601, -2.3098], [4.4040, 1.5679, -0.7453], [1.8241, -0.8364, -1.3023], [3.9688, -0.9191, -0.8574], [2.9757, -0.1170, 0.3976], [2.1524, -1.5476, -2.0843], [1.3260, -1.4269, -0.5090], [-3.2503, -2.3174, 1.1185], [-3.0736, -1.5606, 2.4664], [-1.5552, -1.3006, 2.5689], [-0.8538, -1.8949, 1.4572], [-1.8215, -2.4406, 0.5450], [-3.6633, -3.3146, 1.3006], [-3.8937, -1.7661, 0.4286], [-3.4096, -2.1932, 3.2956], [-3.6248, -0.6179, 2.4745], [-1.3247, -0.2261, 2.5322], [-1.1431, -1.7291, 3.5010], [-1.5593, -3.4976, 0.3697], [-1.7291, -1.8760, -0.3971]],
  "lowdin_charge": [-0.05, 0.15, 0.08, -0.31, -0.04, -0.05, -0.16, -0.32, 0.11, -0.25, 0.12, -0.21, 0.10, 0.02, -0.21, 0.10, 0.10, -0.20, 0.10, 0.07, 0.12, 0.11, -0.18, -0.18, -0.25, -0.20, -0.25, 0.09, 0.09, 0.09, 0.09, 0.04, 0.11, 0.10, 0.07],
  "de_lowest_kj_mol": 0.0,
  "multiplicity": 5,
  "total_charge": -1,
  "e_tot_ev": -76448.65436
}